No. 1
A structure of composition C48H53As2CsN6O6, computed with ωB97M-V/def2-TZVPD.

```
116
Properties=species:S:1:pos:R:3:forces:R:3
Cs 0.832 -0.072 0.526 -0.49 -0.21 0.38
O 5.886 0.605 5.969 0.01 -0.03 0.01
C 5.121 1.726 5.579 -0.02 0.04 0.00
C 3.933 1.276 4.774 0.01 -0.01 0.00
C 2.929 2.182 4.450 -0.04 0.00 -0.03
C 1.852 1.736 3.709 0.04 0.01 0.11
N 1.729 0.484 3.274 0.04 -0.11 0.16
C 2.704 -0.383 3.551 0.02 -0.03 0.06
C 3.813 -0.024 4.318 -0.03 -0.03 -0.01
C 2.614 -1.759 2.957 0.01 0.08 0.02
C 3.790 -2.416 2.619 -0.01 0.04 -0.02
C 3.742 -3.643 1.979 0.01 0.02 0.08
C 4.999 -4.326 1.493 0.02 -0.07 -0.05
O 6.129 -3.501 1.480 0.05 -0.15 0.03
C 2.491 -4.199 1.763 -0.06 0.01 -0.07
C 1.367 -3.481 2.129 0.05 0.03 0.04
N 1.404 -2.273 2.692 -0.07 -0.04 0.15
H 6.714 0.909 6.350 0.01 0.00 0.00
H 5.715 2.413 4.964 -0.01 -0.01 0.01
H 4.767 2.286 6.453 0.00 -0.01 -0.02
H 2.976 3.214 4.774 0.01 0.01 0.01
H 1.041 2.411 3.447 0.00 0.00 -0.01
H 4.571 -0.750 4.569 0.02 0.00 0.00
H 4.747 -1.945 2.774 0.05 0.01 -0.03
H 4.793 -4.736 0.495 -0.02 -0.02 0.03
H 5.222 -5.175 2.146 -0.02 0.01 0.00
H 5.954 -2.791 0.833 0.01 0.16 0.11
H 2.379 -5.156 1.269 0.01 -0.01 -0.01
H 0.382 -3.889 1.929 -0.01 0.00 0.01
C -2.999 2.167 -1.280 -0.05 0.02 0.04
C -1.492 2.024 -1.091 0.08 0.19 0.05
As -0.607 3.282 0.196 -0.19 0.03 -0.20
C 1.097 3.502 -0.750 0.01 -0.02 0.10
C 2.243 3.379 0.032 -0.04 0.00 -0.01
C 3.507 3.488 -0.531 0.05 -0.03 0.00
C 3.637 3.738 -1.888 0.02 0.01 0.01
C 2.502 3.867 -2.676 -0.04 -0.01 -0.01
C 1.242 3.739 -2.112 -0.01 0.02 -0.02
C -1.510 4.948 -0.308 0.00 -0.02 -0.08
C -1.943 5.252 -1.599 0.07 0.00 0.03
C -2.597 6.444 -1.869 -0.01 0.03 0.01
C -2.833 7.355 -0.848 -0.01 0.00 -0.04
C -2.407 7.069 0.439 0.02 -0.02 0.05
C -1.752 5.872 0.704 0.02 0.00 0.02
As -4.214 1.528 0.157 0.03 -0.04 -0.02
C -3.312 2.132 1.789 0.05 -0.07 0.01
C -2.369 1.256 2.328 -0.02 0.05 -0.03
C -1.685 1.560 3.493 -0.01 -0.03 0.02
C -1.951 2.751 4.155 0.02 -0.03 -0.02
C -2.906 3.617 3.646 -0.03 0.08 -0.05
C -3.583 3.313 2.470 -0.06 0.05 0.02
C -5.595 2.901 -0.006 0.03 0.00 0.00
C -5.336 4.240 -0.296 0.05 0.01 -0.02
C -6.375 5.153 -0.396 0.00 0.02 0.00
C -7.687 4.741 -0.207 0.01 0.02 -0.01
C -7.957 3.413 0.080 0.00 -0.01 0.02
C -6.915 2.500 0.178 -0.03 -0.02 0.01
H -3.298 1.560 -2.140 0.01 0.01 0.03
H -3.261 3.196 -1.520 -0.04 -0.10 0.04
H -1.001 2.151 -2.059 0.03 -0.02 0.04
H -1.241 1.016 -0.758 -0.24 0.10 -0.11
H 2.148 3.187 1.098 0.00 0.01 -0.01
H 4.387 3.373 0.089 0.01 0.00 0.00
H 4.618 3.823 -2.336 0.01 0.01 0.00
H 2.600 4.054 -3.739 0.00 0.00 -0.01
H 0.375 3.808 -2.756 -0.05 0.05 0.01
H -1.791 4.547 -2.405 0.08 -0.01 -0.06
H -2.928 6.661 -2.877 -0.01 0.00 -0.01
H -3.345 8.285 -1.057 -0.01 0.01 0.00
H -2.584 7.775 1.240 0.00 0.00 0.01
H -1.423 5.650 1.712 -0.03 -0.02 0.04
H -2.151 0.334 1.810 0.00 -0.12 -0.04
H -0.944 0.868 3.874 0.00 -0.01 0.01
H -1.424 2.998 5.068 0.00 0.00 0.03
H -3.131 4.541 4.165 0.00 0.01 0.00
H -4.329 4.002 2.094 0.03 0.00 -0.01
H -4.319 4.587 -0.444 -0.03 0.01 0.05
H -6.153 6.188 -0.623 -0.01 0.02 0.00
H -8.497 5.455 -0.288 -0.02 0.01 0.00
H -8.977 3.084 0.226 -0.02 0.00 0.00
H -7.134 1.461 0.398 0.01 0.01 0.00
C -4.748 -2.869 1.646 -0.02 -0.01 0.00
N -3.896 -2.291 0.629 -0.02 0.01 0.01
C -2.588 -1.967 0.830 0.01 0.15 0.03
N -1.995 -2.469 1.949 0.10 -0.06 0.01
O -1.981 -1.249 0.035 0.13 -0.07 0.05
H -5.760 -2.933 1.255 0.00 0.00 0.00
H -4.775 -2.271 2.563 0.00 0.00 0.00
H -4.431 -3.885 1.890 0.00 0.00 0.00
H -4.324 -1.689 -0.057 -0.01 -0.01 0.00
H -2.508 -2.967 2.652 -0.02 0.03 0.01
H -1.054 -2.176 2.170 -0.04 0.01 0.03
C 4.729 -2.880 -3.100 0.00 -0.03 -0.01
C 5.926 -2.064 -2.629 0.02 0.01 -0.01
C 5.553 -0.678 -2.065 0.00 -0.06 -0.02
C 6.830 0.033 -1.585 0.00 -0.04 -0.01
C 6.563 1.392 -0.955 0.01 0.01 0.01
C 4.946 0.129 -3.194 -0.06 0.13 0.06
O 5.577 0.484 -4.169 0.03 -0.05 -0.03
N 3.623 0.439 -3.057 -0.01 -0.01 -0.04
C 2.821 0.169 -1.942 0.13 -0.04 0.01
O 1.647 0.546 -1.996 0.31 0.05 -0.56
N 3.337 -0.467 -0.865 0.15 0.00 -0.35
C 4.611 -0.886 -0.871 0.11 0.21 0.05
O 5.101 -1.451 0.115 -0.08 -0.03 -0.08
H 5.050 -3.852 -3.476 0.01 -0.01 0.00
H 4.193 -2.377 -3.908 -0.01 0.01 -0.01
H 4.022 -3.053 -2.286 -0.01 0.00 0.01
H 6.625 -1.904 -3.452 0.00 -0.01 0.00
H 6.455 -2.597 -1.837 0.01 -0.01 0.00
H 7.490 0.139 -2.448 -0.01 0.00 0.00
H 7.315 -0.626 -0.864 0.00 0.01 0.00
H 6.085 2.069 -1.666 0.00 0.00 -0.01
H 7.494 1.859 -0.631 0.01 0.00 0.00
H 5.912 1.299 -0.083 -0.01 -0.01 0.01
H 3.187 0.975 -3.794 0.01 -0.01 0.01
```
Positions in Å, forces in eV/Å.

highest occupied orbital energy = -8.419 eV
Kohn-Sham gap = 8.6 eV
energy above the lowest of the compared OMol25 structures with the same formula, charge and spin = 0.0 kcal/mol

No. 2
A cluster of 3 separate species, C18H31BrNO8P2 in total at a distorted geometry, computed with ωB97M-V/def2-TZVPD.

```
61
Properties=species:S:1:pos:R:3:forces:R:3
Br 0.551 -2.460 3.520 -0.12 0.10 -0.72
C 0.399 -1.490 1.796 0.38 1.17 0.03
C -0.597 -0.294 1.902 -0.27 -0.52 -0.65
C -1.889 -0.461 1.003 -0.45 0.50 1.00
C -3.109 -0.263 1.935 0.52 -0.26 -1.00
C -3.738 0.964 2.047 -0.73 -1.32 1.05
C -4.874 1.053 2.947 0.86 0.44 -0.70
C -5.305 -0.011 3.693 -0.36 0.26 0.22
C -4.645 -1.277 3.622 0.69 -0.10 -0.67
C -5.009 -2.418 4.369 -0.28 1.26 -0.23
N -4.337 -3.548 4.231 0.08 -0.89 0.29
C -3.287 -3.736 3.374 0.56 0.97 -1.00
C -2.880 -2.682 2.592 -0.66 0.05 0.59
C -3.538 -1.404 2.709 0.12 0.00 -0.13
H 1.401 -1.059 1.633 -0.39 -0.55 0.01
H 0.164 -2.180 0.971 0.10 0.09 0.57
H -0.111 0.641 1.568 0.00 -0.50 0.36
H -0.884 -0.187 2.963 0.12 0.16 -0.56
H -1.940 -1.448 0.515 0.10 0.41 0.18
H -1.921 0.285 0.188 0.10 -0.32 0.44
H -3.389 1.835 1.480 -0.24 -0.41 0.23
H -5.363 2.032 3.001 -0.01 -0.54 0.18
H -6.172 0.138 4.345 0.36 -0.24 -0.17
H -5.856 -2.354 5.064 0.49 -0.40 -0.23
H -4.612 -4.348 4.797 -0.04 0.22 -0.08
H -2.769 -4.695 3.275 -0.63 0.24 0.53
H -2.055 -2.865 1.903 -0.33 0.22 0.33
C 7.249 0.525 -1.934 0.51 -0.23 0.07
O 5.999 0.959 -1.403 -3.14 1.88 0.87
P 5.164 -0.113 -0.425 5.32 -5.87 -0.61
O 6.332 -0.630 0.361 -0.79 0.71 0.30
O 4.786 -1.079 -1.684 -0.92 0.84 0.08
C 4.119 -0.495 -2.813 0.08 -0.09 -0.19
O 3.933 -0.819 0.468 -1.12 2.37 -1.17
C 4.215 -1.479 1.691 0.10 0.35 0.67
H 7.458 1.140 -2.810 -0.24 0.11 0.06
H 8.038 0.680 -1.201 -0.06 -0.15 0.05
H 7.213 -0.521 -2.236 -0.03 -0.01 0.12
H 4.817 -0.433 -3.649 -0.04 0.07 0.02
H 3.742 0.502 -2.588 -0.02 0.00 -0.17
H 3.284 -1.135 -3.097 0.03 -0.04 0.07
H 4.743 -0.826 2.385 0.15 -0.18 -0.02
H 4.784 -2.389 1.509 0.17 0.18 -0.10
H 3.252 -1.745 2.127 -0.01 0.05 -0.03
C 0.170 4.235 -4.553 0.22 -0.06 -0.55
O 0.023 3.825 -3.193 -0.28 -0.20 3.80
P -0.362 2.220 -2.909 -0.28 -1.95 -7.79
O 0.549 1.607 -3.933 0.13 0.08 1.12
O -1.882 2.414 -3.471 -0.05 0.20 1.34
C -2.701 3.445 -2.900 -0.13 0.10 -0.23
O -0.829 0.809 -2.131 -0.21 2.05 1.98
C -0.196 -0.416 -2.464 0.68 -0.37 0.27
H 0.034 5.316 -4.579 -0.04 -0.04 0.27
H 1.172 3.998 -4.905 -0.08 -0.15 -0.02
H -0.577 3.767 -5.193 0.06 -0.10 0.05
H -2.808 4.254 -3.623 0.02 0.03 0.08
H -2.274 3.846 -1.981 -0.05 0.08 -0.04
H -3.686 3.033 -2.682 0.05 -0.10 -0.04
H 0.886 -0.346 -2.357 -0.02 -0.06 -0.23
H -0.465 -0.718 -3.475 0.13 0.24 -0.06
H -0.559 -1.177 -1.769 -0.11 0.22 0.15
```
Positions in Å, forces in eV/Å.

highest occupied orbital energy = -11.417 eV
Kohn-Sham gap = 6.9 eV
net charge = +1

No. 3
A cluster of 3 separate species, C5H15NO4 in total at a distorted geometry, computed with ωB97M-V/def2-TZVPD.

```
25
Properties=species:S:1:pos:R:3:forces:R:3
C 1.114 0.988 -0.502 0.57 -0.38 -0.46
C 0.207 0.671 0.678 -0.02 0.35 0.88
C -1.239 0.545 0.229 -0.92 -2.00 -1.50
C -1.512 0.225 -1.291 -0.12 2.93 0.79
O -2.168 1.083 -1.869 -0.23 -0.80 -0.65
N -1.049 -0.883 -1.912 1.08 -0.04 2.30
C -0.118 -1.848 -1.257 -1.60 -0.71 -2.74
O -0.157 -2.963 -2.193 0.19 0.19 1.15
H 1.598 0.059 -0.882 -0.24 1.05 0.08
H 1.902 1.720 -0.336 0.10 -0.15 0.54
H 0.515 1.451 -1.285 0.03 -0.17 -0.26
H 0.512 -0.186 1.271 0.19 -0.25 -0.37
H 0.217 1.473 1.441 0.17 -0.40 -0.88
H -1.768 1.449 0.476 -0.26 0.34 -0.52
H -1.888 -0.282 0.591 0.76 0.18 1.04
H -1.446 -1.100 -2.803 -0.07 -0.05 -0.30
H 0.894 -1.482 -1.207 0.10 0.17 0.09
H -0.482 -2.152 -0.274 -0.01 -0.21 -0.23
H -0.157 -2.579 -3.080 0.27 -0.16 0.22
O 2.770 -0.121 1.718 -0.51 0.40 0.37
H 2.512 -1.015 1.956 0.41 -0.13 -0.10
H 3.649 -0.115 1.357 0.50 -0.38 -0.10
O -1.224 1.880 2.821 0.21 1.54 -1.18
H -2.032 1.392 2.791 -0.37 -0.68 0.86
H -0.649 1.791 3.564 -0.23 -0.64 0.96
```
Positions in Å, forces in eV/Å.

SMILES = CCCC(=O)NCO.O.O
highest occupied orbital energy = -9.057 eV
Kohn-Sham gap = 9.5 eV
energy above the lowest of the compared OMol25 structures with the same formula, charge and spin = 48.4 kcal/mol